--- A ---
ORCA calculation (wB97M-V/def2-TZVPD) on C5H9NO3S in the gas phase.

```
19
C5H9NO3S wB97M-V/def2-TZVPD
O 0.62 2.47 0.79
C -0.33 1.78 1.11
N -0.77 0.78 0.33
C -1.45 -0.46 0.66
C -0.35 -1.52 1.04
S 0.32 -1.94 -0.61
C 0.97 -0.29 -1.10
O 1.64 -0.50 -2.27
O 1.89 0.02 -0.13
C -0.24 0.77 -1.02
H -0.77 1.96 2.07
H -2.10 -0.77 -0.26
H -2.28 -0.45 1.54
H 0.46 -1.10 1.52
H -0.97 -2.33 1.46
H 2.11 -1.36 -2.33
H 2.11 0.92 0.06
H 0.18 1.65 -1.22
H -1.03 0.36 -1.63
```

Properties
HOMO = -8.833 eV
LUMO = 0.65 eV
2S+1 = 1
frontier orbital gap = 9.48 eV

Population analysis type natural (NBO), resulting atomic charges in e: -0.64 0.53 -0.45 -0.23 -0.54 0.11 0.43 -0.72 -0.76 -0.25 0.14 0.22 0.22 0.24 0.24 0.50 0.51 0.23 0.21

--- B ---
ORCA calculation (wB97M-V/def2-TZVPD) on C5H9NO3S in the gas phase.

```
19
C5H9NO3S wB97M-V/def2-TZVPD
C 1.07 -0.48 -1.55
C 0.42 0.62 0.68
C 1.34 0.75 -0.49
C -1.08 -0.78 -0.03
C -2.47 -0.39 0.34
N 0.94 -0.13 1.74
O 0.47 0.19 2.83
O 1.75 -1.06 1.62
O 1.37 2.01 -1.14
S -0.71 -0.74 -1.70
H 1.56 -0.36 -2.52
H 1.47 -1.30 -1.10
H -0.13 1.46 1.12
H 2.28 0.55 -0.19
H -0.43 -1.59 0.54
H -2.56 -0.35 1.41
H -3.05 -1.31 -0.08
H -2.72 0.54 -0.07
H 0.50 2.37 -1.40
```

Properties
HOMO = -9.025 eV
LUMO = -0.41 eV
2S+1 = 1
frontier orbital gap = 8.61 eV

Population analysis type natural (NBO), resulting atomic charges in e: -0.53 -0.15 0.07 -0.29 -0.66 0.48 -0.41 -0.43 -0.71 0.29 0.24 0.21 0.25 0.20 0.24 0.24 0.24 0.23 0.48

Which structure is most stable? A, by 3.932 eV over the runner-up.

--- A ---
ORCA calculation (wB97M-V/def2-TZVPD) on C5H9NO3S in the gas phase.

```
19
C5H9NO3S wB97M-V/def2-TZVPD
C -0.78 -3.25 -0.12
C -0.02 -2.20 -0.31
S 0.28 -1.01 1.02
C 1.20 0.38 0.10
C 1.46 1.49 1.21
O 0.52 0.69 -1.06
C -0.73 1.26 -0.81
N 2.45 -0.28 -0.34
O 3.38 -0.36 0.44
O 2.38 -0.85 -1.42
H -1.05 -3.92 -0.93
H -1.23 -3.27 0.92
H 0.53 -1.76 -1.12
H 1.34 2.60 0.75
H 0.66 1.38 1.95
H 2.39 1.44 1.51
H -0.47 2.17 -0.31
H -1.41 0.76 -0.18
H -1.32 1.19 -1.79
```

Properties
HOMO = -8.963 eV
LUMO = -0.16 eV
2S+1 = 1
frontier orbital gap = 8.80 eV

Population analysis type natural (NBO), resulting atomic charges in e: -0.43 -0.33 0.17 0.28 -0.64 -0.51 -0.27 0.48 -0.36 -0.36 0.23 0.21 0.25 0.22 0.24 0.24 0.18 0.19 0.21

--- B ---
ORCA calculation (wB97M-V/def2-TZVPD) on 2 unconnected molecules or ions with the total composition C5H9NO3S.

```
19
C5H9NO3S wB97M-V/def2-TZVPD
C 0.38 1.28 0.47
C -0.05 -0.03 0.61
C 1.74 0.05 -0.87
C 0.01 2.61 1.09
C 0.96 -2.18 -0.22
N 0.69 -0.79 -0.31
O -3.44 -1.02 0.80
O -2.65 -0.07 -1.39
O 1.56 1.34 -0.30
S -2.65 0.22 0.03
H 2.79 -0.34 -0.71
H 1.70 0.03 -2.04
H -0.53 2.95 0.22
H 0.90 3.09 1.27
H -0.66 2.47 1.93
H 0.66 -2.70 -1.30
H 1.93 -2.56 0.05
H 0.44 -2.63 0.53
H -3.77 -1.72 0.15
```

Properties
HOMO (alpha / beta) = -7.214 / -7.601 eV
LUMO (alpha / beta) = -0.63 / -0.17 eV
2S+1 = 1
frontier orbital gap (alpha / beta) = 6.58 / 7.43 eV

Population analysis type natural (NBO), resulting atomic charges in e: 0.28 -0.08 0.09 -0.66 -0.40 -0.45 -0.90 -0.89 -0.49 1.34 0.18 0.17 0.24 0.24 0.24 0.18 0.20 0.22 0.50

Which structure is most stable? B, by 0.090 eV over the runner-up.

--- A ---
ORCA calculation (wB97M-V/def2-TZVPD) on 2 unconnected molecules or ions with the total composition C2H5ClS.

```
9
C2H5ClS wB97M-V/def2-TZVPD
C -0.10 1.55 -0.03
C -0.45 -1.13 -0.18
S 1.11 -1.98 -0.39
Cl -1.26 -1.00 1.29
H 1.03 1.47 -0.28
H -0.75 1.91 -0.79
H -0.51 1.49 0.98
H -1.06 -0.95 -1.04
H 1.99 -1.36 0.43
```

Properties
HOMO (alpha / beta) = -8.631 / -8.078 eV
LUMO (alpha / beta) = -0.20 / 0.28 eV
2S+1 = 1
frontier orbital gap (alpha / beta) = 8.43 / 8.36 eV

Population analysis type natural (NBO), resulting atomic charges in e: -0.52 -0.42 0.02 0.03 0.19 0.17 0.18 0.22 0.13

--- B ---
ORCA calculation (wB97M-V/def2-TZVPD) on 2 unconnected molecules or ions with the total composition C2H5ClS.

```
9
C2H5ClS wB97M-V/def2-TZVPD
C 0.89 0.48 -0.60
C -1.20 -0.18 0.85
S -1.76 -1.69 0.27
Cl -0.79 -0.20 2.54
H 0.90 1.52 -0.43
H 1.80 -0.08 -0.23
H 0.71 0.11 -1.61
H -1.92 0.48 0.46
H -0.74 -2.31 0.60
```

Properties
HOMO (alpha / beta) = -8.257 / -8.780 eV
LUMO (alpha / beta) = 0.06 / -0.27 eV
2S+1 = 1
frontier orbital gap (alpha / beta) = 8.32 / 8.51 eV

Population analysis type natural (NBO), resulting atomic charges in e: -0.52 -0.41 0.10 0.00 0.18 0.18 0.18 0.20 0.10

Which structure is most stable? A, by 0.086 eV over the runner-up.

--- A ---
ORCA calculation (wB97M-V/def2-TZVPD) on C3H3ClO in the gas phase.

```
8
C3H3ClO wB97M-V/def2-TZVPD
C 0.15 -0.48 0.16
C -1.28 -0.37 0.04
C 0.90 0.79 0.13
O 0.73 -1.57 0.05
Cl 2.55 0.58 -0.03
H -1.73 0.69 0.03
H -1.76 -1.33 -0.39
H 0.44 1.67 0.02
```

Properties
HOMO (alpha / beta) = -8.986 / -9.591 eV
LUMO (alpha / beta) = -1.42 / -1.39 eV
2S+1 = 1
frontier orbital gap (alpha / beta) = 7.57 / 8.20 eV

Population analysis type natural (NBO), resulting atomic charges in e: 0.29 -0.27 -0.17 -0.58 0.12 0.19 0.23 0.19

--- B ---
ORCA calculation (wB97M-V/def2-TZVPD) on 2 unconnected molecules or ions with the total composition C3H3ClO.

```
8
C3H3ClO wB97M-V/def2-TZVPD
C -0.11 0.11 -0.05
C -0.82 -0.71 0.59
C 0.57 0.53 -1.30
O 0.50 1.30 -0.13
Cl -0.38 -0.55 3.67
H -1.28 -1.61 0.88
H 1.54 0.09 -1.52
H -0.03 0.84 -2.14
```

Properties
HOMO (alpha / beta) = -10.572 / -9.051 eV
LUMO (alpha / beta) = -1.47 / -3.16 eV
2S+1 = 1
frontier orbital gap (alpha / beta) = 9.10 / 5.90 eV

Population analysis type natural (NBO), resulting atomic charges in e: 0.15 -0.05 -0.07 -0.40 -0.28 0.24 0.20 0.20

--- C ---
ORCA calculation (wB97M-V/def2-TZVPD) on C3H3ClO in the gas phase.

```
8
C3H3ClO wB97M-V/def2-TZVPD
O -1.60 -1.26 1.27
C -1.10 -0.41 0.54
C 0.33 -0.34 0.29
C 0.97 0.46 -0.65
Cl 0.16 1.68 -1.51
H -1.77 0.34 0.02
H 1.00 -0.95 1.00
H 2.01 0.48 -0.96
```

Properties
HOMO = -10.039 eV
LUMO = -0.41 eV
2S+1 = 1
frontier orbital gap = 9.63 eV

Population analysis type natural (NBO), resulting atomic charges in e: -0.51 0.37 -0.34 -0.16 0.03 0.13 0.24 0.23

Which structure is most stable? C, by 2.257 eV over the runner-up.

--- A ---
ORCA calculation (wB97M-V/def2-TZVPD) on C19H22N2O6S in the gas phase.

```
50
C19H22N2O6S wB97M-V/def2-TZVPD
C -0.64 -4.20 -1.46
O -0.51 -3.63 -0.18
C 0.52 -2.78 0.04
C 0.49 -2.09 1.26
C 1.46 -1.15 1.55
C 2.47 -0.90 0.64
S 3.61 0.44 0.93
O 3.65 0.70 2.33
O 4.83 0.15 0.23
N 2.97 1.80 0.21
C 1.83 2.42 0.82
C 0.51 1.93 0.21
N 0.55 2.14 -1.23
C -0.74 1.90 -1.87
C -1.28 0.50 -1.57
O -0.69 -0.48 -1.96
C -2.47 0.38 -0.69
C -2.65 -0.83 -0.02
C -3.74 -1.01 0.82
C -4.67 0.00 0.98
O -5.77 -0.11 1.79
C -4.51 1.21 0.29
O -5.43 2.20 0.42
C -3.42 1.39 -0.54
C 1.65 1.40 -1.84
C 2.97 1.88 -1.23
C 2.54 -1.61 -0.55
C 1.56 -2.55 -0.85
H -1.58 -4.75 -1.44
H -0.69 -3.43 -2.23
H 0.17 -4.90 -1.68
H -0.31 -2.31 1.95
H 1.45 -0.61 2.48
H 1.87 2.20 1.89
H 1.92 3.50 0.67
H -0.32 2.51 0.62
H 0.36 0.87 0.46
H -0.60 2.00 -2.95
H -1.41 2.68 -1.52
H -1.93 -1.61 -0.15
H -3.86 -1.95 1.35
H -5.78 -0.98 2.20
H -6.12 1.89 1.03
H -3.36 2.33 -1.07
H 1.65 1.61 -2.91
H 1.54 0.32 -1.70
H 3.81 1.28 -1.59
H 3.13 2.93 -1.50
H 3.36 -1.42 -1.22
H 1.62 -3.08 -1.79
```

Properties
HOMO = -8.407 eV
LUMO = 0.18 eV
2S+1 = 1
frontier orbital gap = 8.59 eV

Population analysis type natural (NBO), resulting atomic charges in e: -0.26 -0.51 0.41 -0.29 -0.17 -0.38 2.34 -0.94 -0.94 -0.67 -0.23 -0.25 -0.43 -0.31 0.57 -0.56 -0.18 -0.17 -0.27 0.23 -0.68 0.31 -0.67 -0.24 -0.25 -0.24 -0.17 -0.31 0.20 0.20 0.18 0.23 0.24 0.24 0.21 0.21 0.18 0.22 0.20 0.24 0.21 0.49 0.50 0.22 0.21 0.20 0.24 0.20 0.24 0.23

--- B ---
ORCA calculation (wB97M-V/def2-TZVPD) on C19H22N2O6S in the gas phase.

```
50
C19H22N2O6S wB97M-V/def2-TZVPD
C -3.83 -2.93 0.99
C -4.13 -1.83 -0.04
N -3.03 -0.92 -0.32
C -2.05 -1.27 -1.32
C -1.14 -2.46 -1.01
S -2.41 -0.13 1.03
O -3.52 0.23 1.86
O -1.37 -0.90 1.66
C -1.62 1.34 0.32
C -0.24 1.30 0.45
C 0.57 2.35 0.06
C 2.06 2.33 0.21
O 2.70 3.35 0.38
N 2.59 1.08 0.10
C 3.90 0.67 0.26
C 4.92 1.55 0.63
C 6.21 1.11 0.80
C 6.53 -0.23 0.59
C 5.55 -1.11 0.23
C 4.23 -0.69 0.05
C 3.21 -1.67 -0.35
O 2.05 -1.42 -0.62
O 3.66 -2.93 -0.40
C -0.04 3.51 -0.43
C -1.40 3.56 -0.58
C -2.23 2.47 -0.23
O -3.52 2.72 -0.50
C -4.55 1.76 -0.38
H -3.48 -2.47 1.91
H -4.73 -3.49 1.19
H -3.06 -3.61 0.63
H -4.94 -1.22 0.34
H -4.44 -2.27 -0.99
H -2.59 -1.44 -2.26
H -1.43 -0.38 -1.45
H -0.30 -2.46 -1.69
H -0.77 -2.37 0.01
H -1.68 -3.40 -1.12
H 0.17 0.41 0.90
H 1.96 0.32 -0.15
H 4.67 2.59 0.79
H 6.98 1.81 1.08
H 7.55 -0.57 0.73
H 5.78 -2.15 0.07
H 2.93 -3.52 -0.66
H 0.58 4.35 -0.69
H -1.88 4.43 -0.97
H -4.33 0.89 -1.01
H -4.68 1.43 0.65
H -5.44 2.26 -0.74
```

Properties
HOMO = -8.648 eV
LUMO = 0.07 eV
2S+1 = 1
frontier orbital gap = 8.72 eV

Population analysis type natural (NBO), resulting atomic charges in e: -0.63 -0.22 -0.69 -0.22 -0.64 2.31 -0.95 -0.95 -0.37 -0.17 -0.19 0.68 -0.60 -0.62 0.20 -0.25 -0.15 -0.25 -0.15 -0.19 0.78 -0.64 -0.68 -0.13 -0.24 0.34 -0.48 -0.28 0.23 0.21 0.21 0.21 0.20 0.20 0.21 0.22 0.24 0.20 0.26 0.44 0.26 0.22 0.22 0.23 0.50 0.24 0.23 0.19 0.22 0.19

Which structure is most stable? B, by 1.098 eV over the runner-up.

--- A ---
ORCA calculation (wB97M-V/def2-TZVPD) on 2 unconnected molecules or ions with the total composition C2H7NO3S2.

```
15
C2H7NO3S2 wB97M-V/def2-TZVPD
O 2.40 1.53 -0.76
S 2.12 0.38 0.06
O 1.55 0.63 1.33
O 3.47 -0.57 0.18
C 1.05 -0.88 -0.85
S 0.12 -1.94 -0.07
H 4.19 -0.01 0.35
H 1.20 -0.63 -1.83
C -2.26 0.04 0.67
N -2.55 0.69 -0.53
H -3.12 -0.53 1.13
H -1.26 -0.59 0.83
H -1.97 0.70 1.55
H -3.14 0.06 -1.01
H -1.78 1.13 -1.04
```

Properties
HOMO = -8.972 eV
LUMO = -1.53 eV
2S+1 = 1
frontier orbital gap = 7.44 eV

Population analysis type natural (NBO), resulting atomic charges in e: -0.92 2.26 -0.91 -0.87 -0.59 0.27 0.50 0.20 -0.41 -0.84 0.20 0.15 0.19 0.37 0.38

--- B ---
ORCA calculation (wB97M-V/def2-TZVPD) on C2H7NO3S2 in the gas phase.

```
15
C2H7NO3S2 wB97M-V/def2-TZVPD
N -0.53 -1.16 1.00
C -1.11 0.01 0.35
C -0.01 0.90 -0.21
S 1.28 1.34 0.98
S 0.86 -0.06 -1.51
O 1.88 0.73 -2.10
O -0.16 -0.61 -2.34
O 1.54 -1.20 -0.65
H -0.06 -0.89 1.86
H -1.25 -1.84 1.23
H -1.76 0.60 1.02
H -1.70 -0.33 -0.50
H -0.40 1.79 -0.69
H 0.57 2.29 1.61
H 0.85 -1.58 -0.05
```

Properties
HOMO = -9.926 eV
LUMO = 0.33 eV
2S+1 = 1
frontier orbital gap = 10.25 eV

Population analysis type natural (NBO), resulting atomic charges in e: -0.86 -0.26 -0.61 0.01 2.38 -0.91 -0.94 -0.91 0.39 0.39 0.19 0.24 0.26 0.12 0.52

Which structure is most stable? B, by 2.801 eV over the runner-up.